The following is a quantum chemistry calculation of a cluster of 2 separate species, C5H8ClNO in total, from the OMol25 dataset.

ΔE to the lowest compared entry with this formula, charge and spin: 116.8 kcal/mol
LUMO energy (alpha / beta): -1.07 / -0.83 eV

```
! wB97M-V def2-TZVPD RIJCOSX def2/J DEFGRID3
* xyz 0 1
C 1.9019 -0.2834 -0.7597
C 0.8561 0.2668 -0.0897
C -2.6171 0.6834 -0.0060
C 0.8558 1.7240 0.2711
C -0.3114 -1.9005 0.3882
N -0.0840 -0.5169 0.5049
O -2.6891 1.8197 -0.2611
Cl -3.9346 -0.4643 -0.2368
H 1.9732 -1.3059 -0.7298
H 2.5426 0.2763 -1.4288
H 0.1669 2.3761 -0.2657
H 1.8856 2.0778 0.1113
H 0.5536 1.7375 1.2620
H -0.7423 -2.0026 1.4356
H -1.0284 -2.0260 -0.4165
H 0.6713 -2.4620 0.2211
*
```